1.
Here is a 2-piece molecular cluster, C11H22N3O6S overall from the Open Molecules 2025 dataset. Energies are from ωB97M-V/def2-TZVPD.

Calculated values
- frontier orbital gap (eV) = 9.8
- LUMO level (eV) = -2.9420
- HOMO (eV) = -12.711
- energy (Ha) = -1445.94608
- charge = +1

Element x y z (Å)
C 1.954 0.793 0.825
C 2.030 -0.524 0.100
O 3.038 -1.174 0.071
N 0.858 -1.021 -0.618
C 0.060 0.092 -1.173
C 0.103 -1.999 0.164
C 1.015 -3.236 0.437
C 1.588 -3.410 1.838
O 2.719 -3.791 1.982
C -0.541 -1.450 1.437
N -1.374 -2.465 2.079
C -2.532 -2.739 1.221
C -2.027 -3.370 -0.057
N -1.015 -2.489 -0.744
H 0.961 1.010 1.216
H 2.271 1.599 0.161
H 2.668 0.745 1.649
H -0.532 -0.278 -2.017
H 0.740 0.827 -1.607
H -0.570 0.623 -0.457
H 1.885 -3.150 -0.218
H 0.507 -4.166 0.170
H 0.957 -3.224 2.718
H 0.238 -1.121 2.129
H -1.150 -0.559 1.214
H -1.693 -2.113 2.974
H -3.084 -1.808 1.021
H -3.182 -3.457 1.726
H -2.848 -3.521 -0.763
H -1.581 -4.340 0.155
H -1.510 -1.712 -1.180
H -0.567 -3.049 -1.474
C -0.500 5.935 -1.567
C -0.022 4.832 -2.491
O 0.997 4.162 -1.726
S 0.625 4.200 -0.174
O -0.008 2.974 0.175
O 1.745 4.672 0.549
O -0.502 5.318 -0.266
H 0.188 6.780 -1.552
H -1.503 6.279 -1.800
H 0.411 5.205 -3.413
H -0.819 4.120 -2.715


2.
Here is C7H22ClI2N2OOsP2 as an isolated structure in a non-equilibrium geometry from the Open Molecules 2025 dataset. Energies are from ωB97M-V/def2-TZVPD.

Calculated values
- frontier orbital gap (spin up / spin down) (eV) = 5.7 / 4.6
- LUMO level (spin up / spin down) (eV) = -12.6752 / -13.7622
- energy relative to the best compared isomer or geometry (same formula, charge and spin) (kJ/mol) = 830.1
- HOMO (spin up / spin down) (eV) = -18.344 / -18.333
- energy (Ha) = -2292.13472
- 2S+1 = 5
- charge = +3

Element x y z (Å)
I -1.493 -0.391 0.537
I 0.704 1.215 0.676
Os 1.422 -1.752 -2.514
P 1.443 -1.754 -0.047
C 0.881 -1.426 1.598
C 0.730 -3.430 0.059
H 1.350 -3.961 0.796
H 3.376 -2.297 1.205
H 0.756 -3.794 -1.013
H 3.730 -1.439 -0.465
H -0.180 -1.474 1.745
H -0.317 -3.345 0.418
C 3.141 -1.482 0.499
H 1.351 -2.184 2.212
H 3.175 -0.499 1.005
H 1.147 -0.465 1.987
P 0.095 0.310 -2.247
C -1.001 1.470 -1.482
C 1.072 1.690 -2.879
H -0.870 -1.286 -3.683
H -1.545 0.487 -3.939
H -2.138 -0.543 -2.563
C -1.291 -0.328 -3.246
H 2.013 1.205 -3.271
H 0.432 2.220 -3.604
H -1.401 2.057 -2.299
H -0.547 2.136 -0.778
H 1.324 2.349 -2.025
H -1.817 1.041 -0.935
Cl 3.034 -2.789 -4.476
N -1.686 3.093 3.953
C -1.981 2.021 3.116
N -3.228 1.661 3.527
O -1.258 1.515 2.203
H -2.154 3.627 4.724
H -0.766 3.594 3.854
H -3.654 0.904 3.077
H -3.847 2.045 4.274


3.
Here is C15H12BF6N5O9S4Zn as an isolated structure in a non-equilibrium geometry from the Open Molecules 2025 dataset. Energies are from ωB97M-V/def2-TZVPD.

Calculated values
- frontier orbital gap (eV) = 6.3
- LUMO level (eV) = 4.3407
- energy relative to the best compared isomer or geometry (same formula, charge and spin) (kJ/mol) = 76.3
- HOMO (eV) = -1.913
- energy (Ha) = -5526.07887
- charge = -2

Element x y z (Å)
Zn -0.256 0.099 -0.746
C -3.908 0.334 1.521
N -2.723 0.176 2.335
C -2.658 -0.546 3.535
C -1.420 -0.376 4.041
N -0.706 0.541 3.240
B 0.704 1.023 3.716
N 1.552 1.822 2.670
C 1.984 3.130 2.722
C 2.884 3.330 1.732
N 3.006 2.155 1.024
C 3.879 1.923 -0.096
C 2.222 1.148 1.626
S 2.173 -0.453 1.231
C -1.540 0.884 2.204
S -1.205 1.902 0.858
H -4.743 0.782 2.080
H -4.241 -0.701 1.240
H -3.747 0.960 0.624
H -3.499 -1.109 3.880
H -0.956 -0.752 4.925
H 0.615 1.679 4.723
H 1.371 0.114 4.183
H 1.618 3.804 3.484
H 3.392 4.226 1.412
H 4.524 2.806 -0.282
H 3.265 1.658 -0.986
H 4.522 1.073 0.215
F -3.702 -3.096 1.328
C -2.989 -3.326 0.176
F -3.279 -4.572 -0.218
F -3.564 -2.477 -0.792
S -1.116 -2.970 0.380
O -1.123 -1.483 0.406
O -0.757 -3.632 1.607
N -0.445 -3.665 -0.875
S -0.596 -3.094 -2.383
O -1.522 -3.867 -3.212
O -0.796 -1.628 -2.368
C 1.088 -3.305 -3.008
F 1.378 -4.573 -3.253
F 1.315 -2.649 -4.180
F 1.998 -2.829 -2.101
O 1.549 2.464 -6.067
C 1.212 2.006 -4.977
C -0.200 2.257 -4.358
O -1.137 2.834 -4.881
C -0.140 1.564 -3.076
C 1.158 0.993 -2.875
O 1.448 0.345 -1.797
C 2.036 1.127 -4.057
O 3.112 0.627 -4.325
O -1.037 1.317 -2.207


4.
Here is one molecule with the formula C4H4BrNOS in a non-equilibrium geometry from the Open Molecules 2025 dataset. Energies are from ωB97M-V/def2-TZVPD.

Calculated values
- frontier orbital gap (spin up / spin down) (eV) = 7.2 / 7.2
- LUMO level (spin up / spin down) (eV) = -0.7882 / -0.7892
- energy relative to the best compared isomer or geometry (same formula, charge and spin) (kJ/mol) = 462.2
- HOMO (spin up / spin down) (eV) = -7.939 / -7.939
- energy (Ha) = -3256.82975
- charge = 0

Element x y z (Å)
C 0.889 0.371 0.392
C -1.494 0.231 -0.504
C -0.621 -1.953 0.125
C 1.768 1.369 -0.173
N -1.693 -0.954 0.154
O -0.699 -3.149 0.263
S 1.031 -1.233 0.002
Br -2.696 1.530 -0.019
H 1.608 1.526 -1.194
H 2.888 1.220 -0.148
H 1.468 2.324 0.320
H -2.450 -1.284 0.782


5.
Here is one molecule with the formula C4H8N4O in a non-equilibrium geometry from the Open Molecules 2025 dataset. Energies are from ωB97M-V/def2-TZVPD.

Calculated values
- frontier orbital gap (eV) = 9.9
- LUMO level (eV) = 0.7857
- energy relative to the best compared isomer or geometry (same formula, charge and spin) (kJ/mol) = 463.8
- HOMO (eV) = -9.082
- energy (Ha) = -451.34159
- charge = 0
- SMILES string = [H]/N=C1/NCCN/N=C\O1

Element x y z (Å)
H -3.212 -0.575 0.409
N -2.501 -1.238 0.236
C -1.367 -0.731 0.196
N -0.174 -1.464 0.042
C 0.967 -1.024 0.644
C 1.429 0.152 -0.311
N 1.170 1.655 0.000
N 0.031 2.191 -0.726
C -1.020 1.526 -0.441
O -1.052 0.534 0.449
H -0.505 -2.574 0.515
H 1.624 -1.850 0.398
H 1.084 -0.518 1.745
H 1.038 0.078 -1.353
H 2.503 0.085 -0.357
H 1.910 2.118 -0.379
H -1.926 1.635 -1.064


6.
Here is C55H109NO19Rb2 as an isolated structure in a non-equilibrium geometry from the Open Molecules 2025 dataset. Energies are from ωB97M-V/def2-TZVPD.

Calculated values
- frontier orbital gap (eV) = 6.1
- LUMO level (eV) = -0.0944
- energy relative to the best compared isomer or geometry (same formula, charge and spin) (kJ/mol) = 0.0
- HOMO (eV) = -6.237
- energy (Ha) = -3693.61294
- charge = 0

Element x y z (Å)
Rb -2.783 3.595 2.303
Rb -2.511 -0.630 3.759
O -3.030 2.922 7.089
C -2.964 2.000 6.063
O -3.499 0.883 6.275
O -2.331 2.302 5.027
H -3.547 2.409 7.725
C -1.215 -0.032 -1.437
C -1.048 -0.728 -0.078
C 0.191 -1.634 -0.106
C 1.499 -0.850 0.013
C 1.455 0.052 1.228
C 0.220 0.957 1.336
N -0.970 0.186 1.035
O -2.180 0.867 1.251
C 0.453 2.175 0.420
C 0.224 1.481 2.773
C -2.225 -1.665 0.149
H -1.417 -0.773 -2.221
H -0.320 0.515 -1.732
H -2.078 0.638 -1.428
H 0.220 -2.143 -1.077
H 0.119 -2.403 0.667
H 1.642 -0.302 -0.928
H 2.353 -1.529 0.089
H 2.358 0.681 1.263
H 1.578 -0.571 2.126
H 1.208 2.842 0.844
H -0.474 2.735 0.275
H 0.803 1.850 -0.563
H -0.662 2.087 2.938
H 1.128 2.062 2.965
H 0.051 0.797 3.611
H -2.334 -2.344 -0.702
H -3.171 -1.122 0.200
H -2.118 -2.246 1.069
C -4.918 0.793 -6.383
C -4.724 0.686 -4.899
O -5.050 -0.293 -4.272
C -4.078 1.869 -4.207
H -5.492 -0.059 -6.744
H -3.928 0.683 -6.845
H -5.335 1.749 -6.691
H -3.590 1.526 -3.296
H -4.862 2.581 -3.945
H -3.328 2.291 -4.875
C 0.325 2.175 -7.150
C -0.358 1.567 -5.952
O -1.471 1.097 -6.026
C 0.333 1.722 -4.630
H 0.761 3.138 -6.881
H -0.405 2.338 -7.942
H 1.132 1.546 -7.528
H 0.862 2.672 -4.538
H 1.107 0.971 -4.455
H -0.354 1.623 -3.791
C 1.749 5.908 3.479
C 0.434 5.219 3.715
O -0.432 5.246 2.864
C 0.220 4.511 5.028
H 1.630 6.796 2.861
H 2.418 5.244 2.924
H 2.235 6.210 4.405
H -0.839 4.352 5.219
H 0.647 5.118 5.828
H 0.709 3.536 4.979
C 1.391 7.080 -0.178
C 2.363 5.975 -0.489
O 3.432 5.901 0.079
C 1.913 4.898 -1.433
H 1.210 7.739 -1.031
H 1.793 7.686 0.633
H 0.427 6.695 0.153
H 2.706 4.175 -1.553
H 1.697 5.339 -2.414
H 0.979 4.436 -1.116
C 1.784 -0.181 6.145
C 0.337 -0.569 6.245
O -0.184 -1.292 5.422
C -0.438 -0.049 7.425
H 1.864 0.911 6.139
H 2.242 -0.566 5.237
H 2.328 -0.539 7.021
H -0.664 1.008 7.250
H 0.113 -0.112 8.362
H -1.381 -0.586 7.480
C 2.531 -4.932 2.978
C 1.048 -5.167 2.934
O 0.577 -6.263 2.726
C 0.189 -3.948 3.115
H 2.841 -4.379 2.090
H 3.061 -5.881 3.028
H 2.861 -4.354 3.844
H 0.084 -3.770 4.194
H -0.824 -4.089 2.748
H 0.680 -3.049 2.743
C -2.983 -5.912 2.971
C -3.165 -6.037 1.474
O -4.222 -6.376 1.006
C -2.007 -5.607 0.584
H -3.016 -4.860 3.265
H -2.069 -6.386 3.329
H -3.836 -6.397 3.447
H -1.992 -6.267 -0.282
H -1.079 -5.709 1.147
H -2.165 -4.575 0.273
C -4.741 -3.784 -1.585
C -5.746 -4.357 -2.560
O -6.522 -5.222 -2.248
C -5.772 -3.734 -3.937
H -4.635 -4.490 -0.763
H -5.047 -2.807 -1.206
H -3.795 -3.621 -2.107
H -4.758 -3.694 -4.347
H -6.061 -2.680 -3.883
H -6.435 -4.292 -4.590
C 4.334 1.787 -1.008
C 3.749 1.417 -2.346
O 3.028 2.180 -2.947
C 4.036 0.036 -2.868
H 3.953 2.771 -0.739
H 5.421 1.868 -1.087
H 4.110 1.076 -0.216
H 3.513 -0.084 -3.817
H 3.675 -0.719 -2.168
H 5.102 -0.133 -3.030
C 5.040 -2.062 1.200
C 5.974 -3.050 1.858
O 5.574 -4.108 2.267
C 7.432 -2.684 1.875
H 4.460 -1.504 1.936
H 4.368 -2.613 0.541
H 5.594 -1.327 0.617
H 7.814 -2.650 0.852
H 8.027 -3.410 2.424
H 7.557 -1.686 2.304
C 4.337 1.014 3.617
C 5.059 1.693 2.477
O 5.833 1.102 1.763
C 4.846 3.181 2.353
H 3.256 1.124 3.519
H 4.665 1.478 4.550
H 4.611 -0.038 3.650
H 3.779 3.380 2.204
H 5.385 3.603 1.511
H 5.137 3.655 3.292
C 2.917 -6.975 -1.632
C 3.094 -5.521 -1.279
O 4.142 -4.953 -1.481
C 1.913 -4.814 -0.674
H 1.920 -7.194 -2.013
H 3.230 -7.615 -0.806
H 3.607 -7.246 -2.436
H 1.150 -4.758 -1.455
H 2.140 -3.795 -0.368
H 1.558 -5.353 0.207
C -0.350 -1.988 -4.900
C 1.148 -1.827 -4.720
O 1.769 -1.079 -5.442
C 1.849 -2.616 -3.634
H -0.537 -1.967 -5.973
H -0.828 -1.113 -4.456
H -0.744 -2.901 -4.463
H 2.013 -2.002 -2.749
H 2.823 -2.890 -4.039
H 1.267 -3.490 -3.357
C -5.353 2.779 -0.777
C -6.202 1.529 -0.809
O -7.404 1.597 -0.877
C -5.457 0.226 -0.739
H -5.097 3.107 -1.784
H -4.434 2.674 -0.203
H -5.921 3.602 -0.334
H -4.732 0.125 -1.549
H -6.155 -0.611 -0.788
H -4.924 0.146 0.214
C -1.565 3.803 -2.521
C -2.572 4.601 -1.732
O -2.500 4.635 -0.528
C -3.462 5.534 -2.527
H -0.967 4.396 -3.211
H -2.002 2.965 -3.065
H -0.880 3.297 -1.835
H -3.014 5.677 -3.504
H -3.599 6.447 -1.953
H -4.448 5.074 -2.635


7.
Here is C11H27BeCl4O10P as an isolated structure in a non-equilibrium geometry from the Open Molecules 2025 dataset. Energies are from ωB97M-V/def2-TZVPD.

Calculated values
- frontier orbital gap (eV) = 1.5
- LUMO level (eV) = -10.8096
- HOMO (eV) = -12.299
- energy (Ha) = -3383.76169
- charge = +2

Element x y z (Å)
C 1.640 1.283 0.985
O 0.508 1.856 1.650
C 0.707 3.254 2.121
C 0.551 4.133 0.885
C -0.640 5.120 0.944
O -1.679 4.743 1.820
C -2.331 3.544 1.480
C -3.021 3.453 0.096
P -2.506 1.908 -0.734
O -3.567 1.458 -1.615
O -1.106 2.124 -1.510
O -2.199 0.708 0.354
O 1.732 4.927 0.776
C 2.389 4.773 -0.469
H 1.891 1.668 -0.003
H 1.226 0.308 0.860
H 2.509 1.220 1.642
H 1.702 3.327 2.559
H -0.029 3.433 2.901
H 0.486 3.561 -0.045
H -0.265 6.072 1.316
H -0.950 5.306 -0.088
H -3.113 3.424 2.231
H -1.679 2.672 1.609
H -4.093 3.339 0.251
H -2.885 4.317 -0.551
H -0.402 1.793 -0.939
H -3.008 0.452 0.816
H 2.735 3.752 -0.668
H 1.802 5.153 -1.311
H 3.280 5.399 -0.428
C -1.370 -1.240 -1.513
O -0.884 -2.425 -2.125
C 0.445 -2.516 -2.126
O 1.201 -1.719 -1.615
O 0.787 -3.599 -2.798
C 2.199 -3.832 -2.887
H -2.455 -1.271 -1.552
H -1.054 -1.188 -0.465
H -1.027 -0.363 -2.060
H 2.632 -3.992 -1.901
H 2.691 -2.997 -3.382
H 2.346 -4.726 -3.481
C 0.979 -7.238 -0.668
Cl 1.622 -8.319 0.561
Cl 0.736 -5.617 0.039
Cl 2.026 -7.194 -2.066
H -0.022 -7.622 -0.973
O -0.136 -5.907 3.155
H 0.020 -5.562 2.234
H 0.636 -5.748 3.733
H -0.376 -6.858 3.138
Cl -0.631 -9.089 -2.193
Be -0.048 0.539 2.012